[1]
C24H50F6NO15S5 | wB97M-V/def2-TZVPD

2S+1 = 1
Net charge = -1
Orbital gap = 0.3244 hartree
Lowest unoccupied orbital energy = 0.0802 hartree

Last column: Mulliken charge in e.
Atoms and positions in Å:
C 0.393 1.315 2.826  0.0045
F 1.436 1.156 3.642  -0.2533
F -0.722 1.038 3.448  -0.1475
F 0.328 2.615 2.471  -0.1492
S 0.685 0.285 1.335  1.0342
O 1.973 0.596 0.799  -0.6387
O 0.527 -1.037 1.889  -0.0465
N -0.633 0.672 0.472  -0.1195
S -0.323 0.332 -1.045  0.5268
O 0.309 1.360 -1.803  -0.4032
O 0.228 -0.989 -1.237  -0.6247
C -1.981 0.054 -1.789  0.3533
F -2.914 0.909 -1.381  -0.2232
F -1.862 0.153 -3.114  -0.1130
F -2.405 -1.162 -1.479  -0.1373
C -0.306 3.100 5.864  -0.9408
S -1.125 4.266 6.928  0.4830
O -1.748 3.576 8.069  -0.6367
C 0.370 5.039 7.597  -0.9050
H -1.068 2.416 5.485  0.2582
H 0.537 2.485 6.182  0.4261
H 0.026 3.668 4.986  0.3252
H 0.715 5.885 7.004  0.3260
H 1.166 4.296 7.638  0.2612
H 0.124 5.371 8.603  0.3523
C -3.037 -0.744 1.950  -0.0224
S -4.635 -1.415 2.372  0.4978
O -5.507 -0.266 2.744  -0.6883
C -5.104 -1.823 0.674  -0.7769
H -2.600 -0.302 2.840  0.0295
H -3.059 -0.114 1.069  0.1802
H -2.368 -1.590 1.741  -0.0814
H -5.148 -0.876 0.139  0.2059
H -6.081 -2.295 0.741  0.3962
H -4.379 -2.493 0.214  0.2042
C 2.587 -3.294 0.222  -0.4925
S 3.873 -3.731 1.374  0.5555
O 4.851 -4.559 0.609  -0.7199
C 4.612 -2.091 1.474  -0.6818
H 2.922 -2.812 -0.696  0.5059
H 1.766 -2.678 0.597  -0.1906
H 2.144 -4.250 -0.074  0.2236
H 5.249 -2.088 2.360  0.3864
H 3.792 -1.390 1.672  0.0111
H 5.157 -1.771 0.593  0.3057
O 1.369 -3.892 -2.748  -0.5853
C 0.173 -3.998 -2.799  0.8260
O -0.553 -3.856 -3.920  -0.3723
C 0.122 -3.278 -5.039  -0.6116
C 0.001 -1.774 -5.022  -0.3183
C -0.670 -4.282 -1.602  -0.5328
H -0.247 -3.763 -5.947  0.3430
H 1.177 -3.557 -5.064  0.3142
H 0.272 -1.424 -4.024  -0.0322
H -1.029 -1.455 -5.196  0.2533
H 0.642 -1.298 -5.761  0.2546
H -0.895 -3.360 -1.063  -0.1247
H -0.195 -5.004 -0.944  0.2095
H -1.648 -4.694 -1.876  0.4025
O -0.380 4.008 -5.459  -0.6167
C 0.396 3.090 -5.390  0.6342
O 0.209 1.923 -6.033  -0.2652
C -1.022 1.777 -6.734  -0.1569
C -0.878 0.739 -7.803  -1.1059
C 1.686 3.090 -4.635  -0.2297
H -1.321 2.743 -7.159  0.4215
H -1.836 1.591 -6.025  0.1976
H -0.258 1.072 -8.640  0.3306
H -1.851 0.505 -8.239  0.3721
H -0.404 -0.182 -7.457  0.1862
H 2.085 4.091 -4.516  0.3390
H 2.408 2.432 -5.119  0.3285
H 1.532 2.629 -3.657  -0.3606
O 1.376 5.264 -1.751  -0.6322
C 1.789 4.519 -0.897  0.8370
O 1.178 4.323 0.261  -0.2943
C -0.108 4.927 0.404  -0.3753
C -1.155 4.384 -0.540  -0.8572
C 2.951 3.587 -1.096  -0.6528
H -0.027 6.018 0.361  0.4080
H -0.413 4.735 1.434  0.2940
H -1.371 3.335 -0.353  0.0015
H -0.938 4.553 -1.593  0.3722
H -2.077 4.958 -0.387  0.4304
H 3.287 3.059 -0.211  0.2321
H 3.750 4.208 -1.502  0.3848
H 2.594 2.859 -1.821  -0.0554
O -1.312 -2.229 4.152  -0.6097
C -0.169 -2.598 4.262  0.9471
O 0.347 -3.650 3.622  -0.2926
C -0.355 -4.173 2.501  0.5583
C 0.022 -5.619 2.375  -1.4550
C 0.837 -1.989 5.182  -1.0142
H -0.044 -3.633 1.601  -0.3429
H -1.434 -4.033 2.565  0.3435
H 1.099 -5.777 2.285  0.2366
H -0.439 -6.089 1.505  0.3772
H -0.268 -6.166 3.276  0.4294
H 1.636 -2.693 5.400  0.3360
H 0.349 -1.682 6.105  0.3680
H 1.247 -1.087 4.728  0.0639

=====

[2]
C32H29F6N3OS | wB97M-V/def2-TZVPD

2S+1 = 1
Energy relative to the best compared isomer or geometry (same formula, charge and spin) = 36.7 kcal/mol
Orbital gap = 0.1274 hartree
Lowest unoccupied orbital energy = -0.0881 hartree

Last column: Mulliken charge in e.
Atoms and positions in Å:
C 1.674 5.169 0.834  -1.0057
N 1.395 3.775 0.536  0.2828
C 2.362 2.938 0.022  0.3757
O 3.505 3.232 -0.256  -0.6828
C 1.721 1.565 -0.125  -0.1046
C 2.421 0.522 0.752  -0.5306
C 3.865 0.308 0.411  0.6471
C 4.348 -0.127 -0.800  -0.7399
N 5.721 -0.174 -0.765  0.0019
C 6.146 0.245 0.483  -0.6693
C 7.429 0.393 1.022  -0.7806
C 7.548 0.819 2.316  -0.5386
C 6.413 1.106 3.092  -0.7742
C 5.150 0.977 2.581  -0.4954
C 5.001 0.542 1.250  0.9963
N 0.278 1.728 0.243  0.5202
C -0.679 0.760 0.145  0.0518
C -1.998 0.977 0.482  0.4211
C -3.027 0.059 0.427  -0.6198
C -4.373 0.346 0.798  0.7011
C -5.344 -0.673 0.749  -0.2858
C -6.652 -0.428 1.099  -0.7306
C -7.038 0.836 1.512  -0.2938
C -6.105 1.858 1.575  -0.8678
C -4.795 1.624 1.226  -0.2583
C 0.047 3.155 0.668  0.1529
C -0.382 3.229 2.130  -1.5561
C -0.890 3.871 -0.303  -1.5379
H 2.731 5.376 0.677  0.3818
H 1.084 5.817 0.187  0.3139
H 1.421 5.384 1.871  0.3171
H 1.769 1.267 -1.181  0.3822
H 2.339 0.837 1.797  0.2062
H 1.887 -0.432 0.679  0.4507
H 3.744 -0.388 -1.655  0.5078
H 6.350 -0.409 -1.537  0.2156
H 8.290 0.174 0.414  0.3892
H 8.528 0.936 2.746  0.3880
H 6.544 1.439 4.109  0.3972
H 4.282 1.199 3.176  0.4001
H -0.382 -0.209 -0.208  0.7732
H -2.253 1.955 0.832  -0.6430
H -2.811 -0.939 0.093  0.2213
H -5.045 -1.659 0.436  0.4846
H -7.381 -1.222 1.055  0.4090
H -8.064 1.026 1.783  0.3920
H -6.412 2.840 1.901  0.3951
H -4.088 2.433 1.281  0.3751
H 0.392 2.786 2.754  0.3520
H -0.524 4.261 2.447  0.4736
H -1.304 2.691 2.325  0.3888
H -0.452 3.855 -1.299  0.3877
H -1.869 3.406 -0.370  0.3817
H -1.034 4.912 -0.016  0.4492
F 1.739 -4.731 -2.262  -0.2636
C 0.827 -4.519 -3.228  0.9502
F 0.990 -3.291 -3.752  -0.2531
F 0.937 -5.452 -4.190  -0.2751
C -0.553 -4.599 -2.618  0.3697
C -1.634 -5.042 -3.367  -0.9015
C -2.902 -5.083 -2.804  0.3323
C -4.083 -5.548 -3.626  0.9484
F -4.979 -6.128 -2.809  -0.2637
F -4.632 -4.478 -4.228  -0.2524
F -3.653 -6.428 -4.548  -0.2696
C -3.093 -4.669 -1.506  -1.0397
C -2.013 -4.208 -0.745  0.1074
S -2.240 -3.681 0.812  -0.4354
C -0.737 -4.189 -1.318  -1.0599
H -1.488 -5.363 -4.389  0.4360
H -4.085 -4.706 -1.079  0.4505
H 0.115 -3.854 -0.745  0.5507

=====

[3]
C15H23NO2S | wB97M-V/def2-TZVPD

2S+1 = 1
Energy relative to the best compared isomer or geometry (same formula, charge and spin) = 0.0 kcal/mol
Orbital gap = 0.3274 hartree
Lowest unoccupied orbital energy = 0.0242 hartree
SMILES = CCC[C@H](C)NC(=O)CSCc1ccc(OC)cc1

Last column: Mulliken charge in e.
Atoms and positions in Å:
C -6.126 -0.353 0.068  -1.2530
C -4.887 -0.058 0.906  -0.3644
C -4.049 1.105 0.356  -0.8116
H -3.659 1.697 1.187  0.3269
C -2.839 0.701 -0.502  0.0000
N -1.851 0.014 0.305  0.0868
C -0.668 0.547 0.650  0.4111
O -0.295 1.655 0.323  -0.6793
C 0.193 -0.376 1.500  -0.7742
H -0.256 -0.511 2.484  0.4379
H 1.194 0.042 1.609  0.3968
S 0.320 -2.039 0.777  -0.1704
C 1.179 -1.608 -0.792  -1.0023
C 2.533 -1.047 -0.526  0.3260
C 3.598 -1.889 -0.215  -0.6080
C 4.842 -1.372 0.069  -0.5924
C 5.055 0.008 0.056  0.8587
C 3.994 0.854 -0.247  -0.4903
C 2.747 0.325 -0.531  -0.3731
H 1.931 0.998 -0.754  0.2845
H 4.119 1.925 -0.261  0.3943
O 6.320 0.416 0.352  -0.4580
C 6.597 1.795 0.363  -0.8258
H 6.430 2.246 -0.621  0.3298
H 7.650 1.883 0.625  0.2381
H 5.994 2.321 1.110  0.3360
H 5.673 -2.017 0.309  0.4154
H 3.441 -2.957 -0.192  0.3903
H 1.225 -2.549 -1.338  0.5606
H 0.540 -0.901 -1.321  0.2800
H -2.050 -0.933 0.593  0.3258
C -3.198 -0.156 -1.712  -1.5887
H -3.597 -1.118 -1.400  0.3382
H -3.936 0.353 -2.325  0.3751
H -2.312 -0.334 -2.318  0.4392
H -2.348 1.621 -0.840  0.4042
H -4.687 1.761 -0.238  0.4970
H -5.213 0.192 1.918  0.3476
H -4.276 -0.959 0.983  0.2090
H -6.689 -1.175 0.505  0.3658
H -6.774 0.521 0.032  0.3365
H -5.863 -0.624 -0.950  0.2803

=====

[4]
C37H45N3RhS5Si | wB97M-V/def2-TZVPD

2S+1 = 1
Net charge = -1
Orbital gap (alpha / beta) = 0.2156 / 0.2155 hartree
Lowest unoccupied orbital energy (alpha / beta) = 0.0583 / 0.0583 hartree

Last column: Mulliken charge in e.
Atoms and positions in Å:
Rh -0.964 0.345 0.041  0.0352
C 2.055 -4.280 1.819  -1.0223
C 0.619 -4.430 1.313  0.3719
C -0.363 -3.748 2.249  -1.2081
C 0.431 -4.113 -0.172  0.3959
C 0.422 -5.224 -1.015  -0.8639
C 0.207 -5.116 -2.372  -1.3901
C -0.004 -3.872 -2.925  -0.8713
C 0.003 -2.709 -2.158  0.1193
C -0.269 -1.416 -2.912  0.6862
C 0.628 -0.217 -2.605  -0.6378
C -1.756 -1.051 -2.834  -1.0532
C 0.223 -2.835 -0.767  0.0751
N 0.201 -1.667 0.073  0.9221
C 1.350 -1.195 0.411  -0.1871
C 2.847 0.008 2.471  -0.5786
C 3.785 0.968 2.134  -0.1627
C 3.569 2.040 1.280  -1.0432
C 2.311 2.260 0.687  0.1805
N 1.297 1.431 0.785  0.2067
C 2.023 3.466 -0.206  2.4700
C 0.722 4.132 0.264  -1.4040
C 3.161 4.488 -0.178  -2.4392
C 1.829 2.954 -1.640  -0.9233
H 2.115 -4.612 2.860  0.3856
H 2.406 -3.247 1.793  -0.1158
H 2.742 -4.888 1.224  0.4901
H 0.390 -5.496 1.372  0.5693
H -0.202 -2.681 2.308  -0.3517
H -0.248 -4.154 3.259  0.4990
H -1.393 -3.917 1.921  0.3856
H 0.575 -6.203 -0.575  0.3796
H 0.202 -6.002 -2.997  0.3611
H -0.173 -3.781 -3.992  0.4013
H -0.049 -1.669 -3.953  0.5111
H 0.392 0.279 -1.672  -0.7908
H 0.484 0.540 -3.380  0.6701
H 1.687 -0.494 -2.584  0.2844
H -2.045 -0.843 -1.805  0.1071
H -2.371 -1.862 -3.229  0.4671
H -1.953 -0.142 -3.407  0.0688
H 2.327 -1.520 0.038  0.6387
H 4.754 0.889 2.618  0.5220
H 4.364 2.757 1.138  0.4710
H 0.808 4.461 1.303  0.3371
H -0.122 3.451 0.180  0.0998
H 0.519 5.010 -0.358  0.4246
H 3.408 4.790 0.843  0.4747
H 2.850 5.380 -0.725  0.4419
H 4.067 4.105 -0.657  0.3997
H 0.984 2.266 -1.688  -0.2758
H 2.732 2.453 -2.005  0.3224
H 1.608 3.796 -2.303  0.4488
C 5.211 -2.262 1.359  -0.2650
S 5.678 -1.697 3.016  -0.1804
C 4.107 -1.728 3.809  0.0636
C 3.007 -1.005 3.501  -0.2696
S 1.290 0.051 1.671  -0.1984
S 1.573 -1.428 4.440  0.1631
C 2.274 -2.666 5.428  0.1662
S 1.422 -3.521 6.539  -0.2177
S 3.946 -2.906 5.090  -0.1789
H 6.131 -2.324 0.778  0.4440
H 4.541 -1.547 0.888  -0.0350
H 4.744 -3.242 1.407  0.0777
N -6.269 -0.007 5.145  -0.6219
C -5.468 0.056 4.318  0.0026
C -4.473 0.135 3.289  0.4540
C -3.505 -0.862 3.160  -0.7517
C -2.561 -0.772 2.152  0.0625
C -2.513 0.296 1.238  0.1307
C -3.510 1.277 1.390  0.0509
C -4.463 1.206 2.392  -0.9028
H -3.506 -1.703 3.845  0.4795
H -1.840 -1.562 2.057  0.3661
H -3.531 2.113 0.705  0.3136
H -5.216 1.980 2.485  0.4319
C -2.876 2.916 -4.859  -0.9949
Si -3.343 3.385 -3.095  -0.2056
C -5.202 3.184 -2.903  -1.0192
C -2.920 5.204 -2.855  -0.9914
C -2.460 2.353 -1.910  -0.0020
C -1.883 1.613 -1.115  -0.3484
H -3.430 3.508 -5.596  0.3304
H -3.089 1.857 -5.040  0.2881
H -1.806 3.074 -5.027  0.2708
H -5.755 3.849 -3.575  0.3030
H -5.506 3.403 -1.875  0.3105
H -5.496 2.152 -3.118  0.2870
H -3.511 5.839 -3.523  0.2939
H -1.861 5.385 -3.060  0.2869
H -3.118 5.513 -1.824  0.3009

=====

[5]
C18H48O18S6 | wB97M-V/def2-TZVPD

2S+1 = 2
Energy relative to the best compared isomer or geometry (same formula, charge and spin) = 40.7 kcal/mol
Net charge = +1
Orbital gap (alpha / beta) = 0.3231 / 0.0911 hartree
Lowest unoccupied orbital energy (alpha / beta) = -0.1333 / -0.3653 hartree
⟨S²⟩ = 0.76

Last column: Mulliken charge in e.
Atoms and positions in Å:
O -3.351 -1.056 7.529  -0.4527
S -4.655 -1.138 6.895  1.1162
O -5.743 -0.143 7.127  -0.4526
O -4.433 -1.450 5.233  0.0041
C -3.918 -0.378 4.436  -0.0219
C -2.407 -0.532 4.257  -0.9327
C -5.347 -2.811 7.322  -0.8776
H -4.053 0.541 5.006  0.2828
H -4.405 -0.277 3.466  0.2110
H -1.908 0.305 3.768  0.3183
H -2.285 -1.373 3.575  0.3385
H -1.875 -0.853 5.153  0.3993
H -6.146 -3.184 6.681  0.3586
H -5.679 -2.943 8.351  0.3766
H -4.385 -3.316 7.234  0.3591
O 5.424 -3.759 -7.061  -0.6174
S 6.219 -3.682 -5.836  1.1899
O 7.692 -3.819 -5.883  -0.5923
O 5.879 -2.168 -5.285  -0.3190
C 4.598 -1.708 -5.512  -0.5474
C 4.100 -0.705 -4.454  -0.8967
C 5.405 -4.707 -4.563  -0.8119
H 3.844 -2.493 -5.571  0.4320
H 4.592 -1.139 -6.441  0.3073
H 3.065 -0.521 -4.744  0.2910
H 4.476 0.312 -4.565  0.3946
H 4.120 -1.222 -3.495  0.2493
H 4.887 -4.087 -3.831  0.2470
H 6.310 -5.140 -4.138  0.3545
H 4.862 -5.588 -4.904  0.3284
O 5.900 -0.228 1.796  -0.6001
S 5.183 0.899 2.404  1.1023
O 5.313 2.219 1.827  -0.5622
O 3.569 0.521 2.423  -0.3443
C 3.307 -0.851 2.216  -0.3025
C 2.074 -1.389 2.977  -1.1237
C 5.528 0.989 4.257  -0.9167
H 4.085 -1.431 2.713  0.5014
H 3.381 -1.269 1.212  0.3855
H 1.291 -0.666 2.752  0.1760
H 2.182 -1.487 4.057  0.3968
H 1.889 -2.355 2.508  0.3416
H 6.443 1.464 4.611  0.3911
H 5.630 -0.046 4.582  0.3088
H 4.739 1.528 4.781  0.3190
O -2.761 0.241 -1.285  -0.6310
S -1.890 0.649 -0.156  0.7788
O -2.061 0.141 1.186  -0.4822
O -0.314 0.316 -0.716  0.0306
C 0.028 -1.088 -0.717  -0.5042
C 1.540 -1.019 -1.070  -0.2433
C -1.707 2.543 -0.180  -0.8886
H -0.686 -1.597 -1.364  0.4126
H 0.024 -1.439 0.315  0.2541
H 1.958 -2.017 -0.942  0.5978
H 2.078 -0.415 -0.339  -0.4590
H 1.673 -0.581 -2.059  -0.0395
H -1.539 2.950 -1.177  0.2505
H -0.816 2.737 0.417  0.4210
H -2.527 3.117 0.251  0.3033
O -6.348 -0.425 1.834  -0.5383
S -6.766 0.170 0.567  0.9892
O -8.159 0.587 0.300  -0.5917
O -5.702 1.379 0.182  -0.2069
C -5.818 2.248 -0.966  -0.0925
C -5.541 3.668 -0.516  -1.1457
C -6.073 -0.884 -0.804  -0.7527
H -6.813 2.187 -1.407  0.4743
H -5.081 1.983 -1.725  0.2204
H -5.528 4.397 -1.326  0.3998
H -4.541 3.776 -0.096  0.1198
H -6.229 4.021 0.252  0.3369
H -4.992 -0.794 -0.701  0.0865
H -6.467 -0.562 -1.768  0.3316
H -6.452 -1.905 -0.774  0.4355
O 2.908 4.166 -2.782  -0.6161
S 2.278 3.544 -1.652  1.1334
O 1.756 4.264 -0.458  -0.6210
O 0.985 2.684 -2.209  -0.2704
C 0.980 2.170 -3.570  0.2843
C -0.439 2.149 -4.159  -1.4603
C 3.125 2.089 -1.107  -0.3250
H 1.379 1.157 -3.629  -0.1177
H 1.537 2.838 -4.226  0.4691
H -1.225 1.624 -3.617  0.2663
H -0.345 1.388 -4.935  0.4303
H -0.835 3.078 -4.571  0.3718
H 2.820 1.811 -0.098  0.1474
H 4.141 2.473 -1.200  0.4759
H 3.045 1.315 -1.870  -0.1446

=====

[6]
C5H8N2 | wB97M-V/def2-TZVPD

2S+1 = 1
Energy relative to the best compared isomer or geometry (same formula, charge and spin) = 30.4 kcal/mol
Orbital gap = 0.3887 hartree
Lowest unoccupied orbital energy = 0.0347 hartree
SMILES = C[C@H]1CN[C@H]1C#N

Last column: Mulliken charge in e.
Atoms and positions in Å:
C -0.183 -1.632 -0.231  -1.5562
C -0.341 -0.368 0.594  0.2739
C 0.959 0.340 1.033  -0.5727
N 0.473 1.616 0.469  -0.4896
C -0.689 0.956 -0.154  0.1829
C -0.641 0.871 -1.621  0.0194
N -0.582 0.825 -2.776  -0.4460
H 0.524 -1.476 -1.054  0.4052
H 0.199 -2.445 0.395  0.3900
H -1.135 -1.953 -0.667  0.3579
H -1.035 -0.530 1.424  0.3276
H 1.851 -0.072 0.542  0.2686
H 1.143 0.389 2.111  0.2853
H 1.101 2.062 -0.190  0.2763
H -1.643 1.418 0.125  0.2773

=====

[7]
C5H15N2 | wB97M-V/def2-TZVPD

2S+1 = 1
Energy relative to the best compared isomer or geometry (same formula, charge and spin) = 33.1 kcal/mol
Net charge = +1
Orbital gap = 0.3465 hartree
Lowest unoccupied orbital energy = -0.1316 hartree
SMILES = C[C@H]([NH3+])CCCN

Last column: Mulliken charge in e.
Atoms and positions in Å:
C -0.542 -0.672 2.434  -1.5029
C -0.116 -0.705 0.980  0.4148
C 0.268 0.681 0.397  -1.0613
C 0.702 0.752 -1.107  -0.5145
C -0.338 0.501 -2.137  -0.7050
N -1.443 1.375 -1.836  -0.5221
N 1.153 -1.478 0.901  -0.3414
H -1.523 -0.173 2.538  0.3835
H -0.014 -0.046 3.195  0.3261
H -0.544 -1.667 2.715  0.4542
H -0.843 -1.212 0.345  0.2002
H 0.905 1.297 1.037  0.4176
H -0.607 1.383 0.434  0.5226
H 1.521 0.087 -1.376  0.3081
H 0.953 1.848 -1.254  0.2581
H 0.158 0.569 -3.145  0.3501
H -0.612 -0.540 -2.097  0.3697
H -1.209 2.205 -2.408  0.2563
H -2.294 0.951 -2.197  0.2256
H 2.018 -1.096 1.343  0.3723
H 1.379 -1.572 -0.111  0.3548
H 1.030 -2.488 1.347  0.4334

=====

Calculated total energy / eV: -128383.4879, -67312.3554, -32349.1556, -108629.4319, -121293.3356, -8293.6777, -8401.2405